Record 1
{"formula": "C3H4BrN", "method": "ωB97M-V/def2-TZVPD", "symbols": ["C", "C", "C", "N", "Br", "H", "H", "H", "H"], "xyz": [[-1.65, -1.39, -1.94], [0.70, 0.87, 0.54], [1.31, 0.42, -0.53], [-1.83, -2.18, -1.11], [2.21, -1.24, -0.58], [-1.98, -2.86, -0.40], [0.19, 1.82, 0.53], [0.69, 0.33, 1.47], [1.33, 0.94, -1.48]], "multiplicity": 1, "fmax_ev_per_a": 0.5, "homo_lumo_gap_ev": 10.47}


Record 2
{"formula": "C3H4BrNO", "method": "ωB97M-V/def2-TZVPD", "symbols": ["C", "C", "C", "N", "O", "Br", "H", "H", "H", "H"], "xyz": [[-1.54, -1.95, -0.20], [0.55, 0.26, -0.34], [-1.25, -0.89, 0.68], [-1.77, -2.92, -0.74], [-0.11, -0.29, 0.80], [-2.60, 0.51, 0.07], [0.49, 1.33, -0.30], [0.16, -0.06, -1.33], [1.59, 0.14, -0.39], [-1.83, -1.37, 1.93]], "multiplicity": 1, "fmax_ev_per_a": 6.0, "homo_lumo_gap_ev": 10.72}


Record 3
{"formula": "C3H4BrNO", "method": "ωB97M-V/def2-TZVPD", "symbols": ["C", "C", "O", "C", "N", "H", "H", "H", "Br", "H"], "xyz": [[-0.71, -0.88, -0.03], [-1.29, -0.10, 0.97], [-0.88, 1.14, 0.86], [-0.01, 1.14, -0.20], [0.05, -0.03, -0.76], [-0.86, -1.94, -0.27], [-2.09, -0.12, 1.68], [0.60, 2.16, -0.34], [2.77, 0.24, -2.28], [1.31, -0.03, -2.12]], "multiplicity": 1, "fmax_ev_per_a": 3.3, "smiles": "c1cocn1.Br", "homo_lumo_gap_ev": 10.54}


ΔE to the lowest compared entry with this formula, charge and spin readings, ordered: 37.3; 60.0; 17.3 kcal/mol
Highest occupied orbital energy readings, ordered: -9.57; -10.52; -9.70 eV